Formula: C72H180N12O24
Source: the OMol25 dataset
Level of theory: ωB97M-V/def2-TZVPD

charge: 0
HOMO: -8.50 eV
relative energy (zero: lowest compared OMol25 entry of this formula, charge and spin): 718.8 kJ/mol
SMILES: COCCNCCOC.COCCNCCOC.COCCNCCOC.COCCNCCOC.COCCNCCOC.COCCNCCOC.COCCNCCOC.COCCNCCOC.COCCNCCOC.COCCNCCOC.COCCNCCOC.COCCNCCOC

CARTESIAN COORDINATES (ANGSTROEM)
C1 -3.373 -7.592 -3.522
O1 -4.535 -8.339 -3.939
C2 -4.190 -9.455 -4.738
C3 -5.415 -9.965 -5.370
N1 -6.233 -10.665 -4.368
C4 -7.631 -11.001 -4.906
C5 -8.363 -11.600 -3.772
O2 -8.588 -10.675 -2.717
C6 -9.355 -11.257 -1.677
H1 -2.734 -8.269 -2.955
H2 -3.654 -6.814 -2.811
H3 -2.925 -7.043 -4.350
H4 -3.585 -10.231 -4.270
H5 -3.609 -8.995 -5.538
H6 -5.087 -10.656 -6.147
H7 -6.007 -9.181 -5.842
H8 -6.553 -10.115 -3.584
H9 -7.642 -11.682 -5.757
H10 -8.089 -10.077 -5.258
H11 -7.909 -12.568 -3.558
H12 -9.377 -11.816 -4.106
H13 -10.378 -11.543 -1.922
H14 -9.446 -10.487 -0.910
H15 -8.900 -12.169 -1.292
C7 1.488 13.958 -12.638
O3 1.110 13.067 -11.566
C8 0.808 13.739 -10.291
C9 0.362 12.765 -9.134
N2 1.442 11.839 -8.810
C10 2.589 12.542 -8.214
C11 3.837 11.687 -8.315
O4 4.067 11.127 -9.586
C12 4.511 12.104 -10.543
H16 0.591 14.448 -13.016
H17 1.766 13.211 -13.383
H18 2.263 14.686 -12.400
H19 0.047 14.502 -10.460
H20 1.708 14.293 -10.024
H21 -0.531 12.240 -9.475
H22 -0.061 13.380 -8.340
H23 1.843 11.526 -9.682
H24 2.458 12.771 -7.157
H25 2.907 13.454 -8.720
H26 3.694 10.837 -7.648
H27 4.694 12.228 -7.913
H28 5.156 12.854 -10.085
H29 3.703 12.749 -10.886
H30 5.014 11.589 -11.362
C13 -4.554 4.465 -1.070
O5 -3.384 5.156 -0.696
C14 -2.157 4.540 -1.134
C15 -0.844 5.103 -0.451
N3 -0.812 4.665 0.945
C16 0.291 5.198 1.691
C17 0.091 5.042 3.217
O6 -1.070 5.684 3.686
C18 -1.688 5.082 4.835
H31 -4.656 4.404 -2.153
H32 -5.464 4.964 -0.740
H33 -4.643 3.419 -0.774
H34 -2.121 4.609 -2.222
H35 -2.207 3.485 -0.865
H36 -0.930 6.172 -0.647
H37 0.059 4.691 -0.901
H38 -1.620 4.929 1.491
H39 0.327 6.265 1.467
H40 1.211 4.714 1.363
H41 0.878 5.594 3.730
H42 0.199 3.990 3.483
H43 -0.934 4.956 5.613
H44 -2.277 4.203 4.573
H45 -2.405 5.843 5.142
C19 1.734 3.700 -11.003
O7 0.963 4.799 -10.417
C20 1.580 6.115 -10.665
C21 1.258 6.558 -12.094
N4 2.315 6.590 -13.108
C22 1.883 7.173 -14.356
C23 2.986 7.182 -15.428
O8 4.179 7.811 -14.882
C24 5.219 8.019 -15.815
H46 2.092 3.830 -12.024
H47 1.137 2.802 -10.843
H48 2.607 3.591 -10.359
H49 2.639 6.143 -10.408
H50 1.077 6.771 -9.954
H51 0.888 7.565 -11.903
H52 0.393 6.008 -12.466
H53 3.147 7.086 -12.822
H54 1.473 8.181 -14.300
H55 0.996 6.644 -14.706
H56 2.592 7.719 -16.291
H57 3.171 6.209 -15.883
H58 5.400 7.038 -16.255
H59 6.171 8.339 -15.391
H60 4.950 8.756 -16.572
C25 7.923 1.922 3.421
O9 9.027 1.770 4.323
C26 9.039 2.787 5.422
C27 7.839 2.795 6.276
N5 8.011 3.536 7.552
C28 6.723 3.729 8.258
C29 6.001 2.470 8.697
O10 5.195 1.978 7.641
C30 4.311 0.921 8.045
H61 6.975 1.901 3.959
H62 7.748 1.121 2.704
H63 8.019 2.732 2.697
H64 9.371 3.798 5.186
H65 9.871 2.325 5.955
H66 7.339 1.832 6.385
H67 7.161 3.452 5.731
H68 8.523 2.908 8.155
H69 6.062 4.408 7.719
H70 6.984 4.238 9.186
H71 5.238 2.791 9.406
H72 6.648 1.744 9.190
H73 4.763 0.128 8.641
H74 3.821 0.519 7.158
H75 3.485 1.336 8.623
C31 6.821 -4.911 4.557
O11 6.435 -6.101 3.924
C32 7.033 -6.150 2.615
C33 6.677 -7.569 1.993
N6 6.906 -7.678 0.557
C34 5.897 -6.882 -0.120
C35 5.718 -7.497 -1.549
O12 4.982 -6.645 -2.419
C36 4.793 -7.202 -3.667
H76 6.345 -4.079 4.038
H77 7.886 -4.680 4.558
H78 6.548 -4.818 5.608
H79 8.122 -6.113 2.598
H80 6.773 -5.336 1.938
H81 5.616 -7.700 2.204
H82 7.177 -8.447 2.401
H83 6.897 -8.628 0.214
H84 6.184 -5.830 -0.117
H85 4.938 -7.012 0.382
H86 5.234 -8.471 -1.482
H87 6.663 -7.731 -2.040
H88 5.714 -7.546 -4.139
H89 4.293 -6.523 -4.357
H90 4.189 -8.098 -3.525
C37 -9.879 -3.570 0.313
O13 -10.254 -2.171 0.596
C38 -10.255 -1.345 -0.524
C39 -10.772 -0.018 -0.029
N7 -9.977 0.550 1.033
C40 -10.631 1.784 1.527
C41 -9.748 2.534 2.525
O14 -9.725 1.925 3.774
C42 -8.838 2.418 4.746
H91 -9.826 -4.076 1.277
H92 -8.978 -3.567 -0.299
H93 -10.697 -4.012 -0.255
H94 -10.973 -1.657 -1.283
H95 -9.228 -1.247 -0.876
H96 -11.740 -0.273 0.400
H97 -10.823 0.643 -0.895
H98 -9.899 -0.100 1.802
H99 -11.620 1.565 1.930
H100 -10.832 2.454 0.692
H101 -10.023 3.585 2.610
H102 -8.727 2.449 2.155
H103 -7.802 2.302 4.428
H104 -8.834 1.816 5.654
H105 -8.932 3.453 5.073
C43 -9.244 -7.949 6.531
O15 -9.988 -7.343 7.599
C44 -9.172 -6.928 8.686
C45 -10.098 -6.435 9.851
N8 -10.431 -5.009 9.783
C46 -11.044 -4.556 8.508
C47 -12.497 -4.977 8.279
O16 -13.442 -4.376 9.095
C48 -14.799 -4.881 9.045
H106 -9.825 -8.090 5.620
H107 -9.030 -8.960 6.877
H108 -8.385 -7.320 6.297
H109 -8.504 -6.154 8.308
H110 -8.478 -7.676 9.070
H111 -9.729 -6.608 10.862
H112 -11.066 -6.936 9.852
H113 -11.210 -4.878 10.414
H114 -10.331 -4.672 7.691
H115 -11.100 -3.469 8.572
H116 -12.561 -6.056 8.419
H117 -12.705 -4.777 7.228
H118 -15.484 -4.210 9.561
H119 -14.742 -5.824 9.589
H120 -15.181 -5.048 8.038
C49 3.314 2.380 -2.572
O17 2.705 1.538 -1.608
C50 2.071 0.356 -2.079
C51 1.606 -0.472 -0.904
N9 0.286 -0.052 -0.414
C52 -0.217 -0.795 0.726
C53 -1.641 -0.379 1.086
O18 -2.329 -1.029 2.138
C54 -3.723 -1.140 2.068
H121 4.059 1.798 -3.115
H122 3.882 3.005 -1.883
H123 2.554 2.951 -3.105
H124 2.733 -0.290 -2.655
H125 1.270 0.608 -2.773
H126 2.324 -0.344 -0.093
H127 1.526 -1.505 -1.244
H128 0.301 0.918 -0.133
H129 0.345 -0.636 1.646
H130 -0.256 -1.881 0.641
H131 -2.209 -0.493 0.163
H132 -1.727 0.678 1.336
H133 -4.160 -0.260 2.541
H134 -4.004 -2.098 2.504
H135 -4.058 -1.117 1.031
C55 4.112 -2.247 14.075
O19 2.958 -1.487 14.290
C56 2.217 -1.777 15.474
C57 0.791 -1.138 15.444
N10 -0.072 -1.990 14.580
C58 -1.478 -1.495 14.596
C59 -2.091 -1.816 13.187
O20 -1.299 -1.122 12.154
C60 -1.948 -1.182 10.844
H136 3.965 -3.323 14.174
H137 4.843 -2.023 14.851
H138 4.565 -2.010 13.113
H139 2.753 -1.423 16.355
H140 2.120 -2.848 15.651
H141 0.822 -0.125 15.043
H142 0.360 -1.118 16.445
H143 0.258 -1.758 13.654
H144 -1.552 -0.416 14.733
H145 -2.123 -1.849 15.400
H146 -3.105 -1.419 13.229
H147 -2.086 -2.874 12.926
H148 -2.837 -0.559 10.748
H149 -2.189 -2.204 10.549
H150 -1.314 -0.817 10.036
C61 11.706 5.647 -7.300
O21 11.502 5.837 -8.735
C62 10.146 5.722 -9.162
C63 10.048 6.148 -10.602
N11 10.839 5.193 -11.427
C64 10.906 5.395 -12.872
C65 11.923 6.499 -13.141
O22 13.276 6.124 -12.687
C66 14.320 6.808 -13.311
H151 11.556 4.619 -6.970
H152 11.073 6.292 -6.691
H153 12.702 5.962 -6.991
H154 9.466 6.305 -8.542
H155 9.811 4.688 -9.077
H156 10.285 7.208 -10.694
H157 8.991 6.076 -10.856
H158 11.814 5.180 -11.162
H159 9.920 5.468 -13.332
H160 11.381 4.550 -13.370
H161 11.722 7.428 -12.608
H162 11.900 6.752 -14.201
H163 14.209 7.890 -13.245
H164 14.274 6.494 -14.354
H165 15.299 6.565 -12.896
C67 -2.848 -10.594 3.060
O23 -2.517 -9.701 4.179
C68 -1.724 -8.591 3.866
C69 -1.317 -7.710 5.042
N12 -0.266 -8.331 5.813
C70 0.369 -7.406 6.734
C71 1.036 -8.089 7.985
O24 0.133 -8.739 8.915
C72 -0.529 -7.857 9.770
H166 -2.927 -10.023 2.135
H167 -3.861 -10.995 3.094
H168 -2.097 -11.382 2.996
H169 -2.116 -7.945 3.080
H170 -0.793 -8.993 3.467
H171 -2.275 -7.649 5.558
H172 -1.065 -6.737 4.621
H173 -0.630 -9.152 6.274
H174 -0.326 -6.638 7.071
H175 1.173 -6.931 6.172
H176 1.683 -7.406 8.535
H177 1.745 -8.823 7.602
H178 -0.727 -6.896 9.295
H179 0.075 -7.709 10.665
H180 -1.477 -8.275 10.110